a:
Computed, not measured: a cluster of 4 separate species, C3H13NO3 in total, with ωB97M-V/def2-TZVPD.

Output
total charge = 0
lowest unoccupied orbital energy = 0.017 Eh
HOMO energy = -7.9 eV
SMILES string = C/C=C/N.O.O.O
HOMO-LUMO gap = 8.41 eV

The geometry in XYZ format:
```
20
C3H13NO3 ωB97M-V/def2-TZVPD
C 1.9012 -2.6026 -2.0089
C 2.2173 -1.1996 -1.4503
C 1.3471 -0.2156 -1.7783
N 1.6387 1.0865 -1.5935
H 2.7140 -3.0963 -2.3807
H 1.7475 -3.4139 -1.3100
H 1.1767 -2.6998 -2.6694
H 3.1097 -1.0017 -0.8539
H 0.4773 -0.5492 -2.3949
H 1.0405 1.7830 -2.0022
H 2.3917 1.5379 -1.3855
O -0.0608 1.6747 1.2052
H -0.8350 2.1713 0.9558
H -0.0128 1.0594 0.3972
O -2.1663 1.3521 3.2631
H -2.5193 2.1533 3.2539
H -1.2899 1.3127 2.8315
O -4.6310 0.3908 2.4680
H -4.6005 -0.1810 3.1876
H -3.6461 0.4379 2.2653
```

Now the natural (NBO) charges, all in e: atom 1 (C): -0.629, atom 2 (C): -0.291, atom 3 (C): -0.026, atom 4 (N): -0.811, atom 5 (H): 0.211, atom 6 (H): 0.201, atom 7 (H): 0.200, atom 8 (H): 0.200, atom 9 (H): 0.201, atom 10 (H): 0.369, atom 11 (H): 0.379, atom 12 (O): -0.947, atom 13 (H): 0.464, atom 14 (H): 0.489, atom 15 (O): -0.963, atom 16 (H): 0.465, atom 17 (H): 0.501, atom 18 (O): -0.954, atom 19 (H): 0.458, atom 20 (H): 0.484

---

b:
Computed, not measured: a cluster of 3 separate species, C3H13NO3 in total, with ωB97M-V/def2-TZVPD.

Output
total charge = 0
lowest unoccupied orbital energy = 0.022 Eh
HOMO energy = -9.5 eV
SMILES string = NCCCO.O.O
HOMO-LUMO gap = 10.10 eV

The geometry in XYZ format:
```
20
C3H13NO3 ωB97M-V/def2-TZVPD
N -0.6633 1.5566 -2.6464
C -0.3981 0.4643 -1.7176
C -0.9173 0.6962 -0.3040
C -0.4994 -0.3399 0.7149
O -0.8586 0.0795 2.0427
H -1.6198 1.5199 -2.9748
H -0.5293 2.4707 -2.2315
H 0.6719 0.2681 -1.7169
H -0.8720 -0.4276 -2.1306
H -0.6380 1.6878 0.0549
H -2.0092 0.6573 -0.3684
H -0.9802 -1.2989 0.5152
H 0.5834 -0.4696 0.7768
H -1.7997 0.2852 2.0113
O 1.4705 0.9257 4.5241
H 1.0553 0.1129 4.8299
H 0.7485 1.4053 4.0973
O 2.4762 -3.5118 -2.0284
H 1.7718 -3.3692 -1.3833
H 3.0072 -2.7126 -2.0654
```

Now the natural (NBO) charges, all in e: atom 1 (N): -0.827, atom 2 (C): -0.212, atom 3 (C): -0.442, atom 4 (C): -0.060, atom 5 (O): -0.724, atom 6 (H): 0.353, atom 7 (H): 0.352, atom 8 (H): 0.179, atom 9 (H): 0.188, atom 10 (H): 0.206, atom 11 (H): 0.187, atom 12 (H): 0.159, atom 13 (H): 0.181, atom 14 (H): 0.459, atom 15 (O): -0.941, atom 16 (H): 0.468, atom 17 (H): 0.473, atom 18 (O): -0.941, atom 19 (H): 0.470, atom 20 (H): 0.472

---

c:
Computed, not measured: a cluster of 3 separate species, C3H13NO3 in total, with ωB97M-V/def2-TZVPD.

Output
total charge = 0
lowest unoccupied orbital energy = 0.017 Eh
HOMO energy = -9.6 eV
SMILES string = NCCCO.O.O
HOMO-LUMO gap = 10.07 eV

The geometry in XYZ format:
```
20
C3H13NO3 ωB97M-V/def2-TZVPD
N -0.4411 2.3820 -1.2376
C -0.5103 1.6681 0.0818
C 0.1076 0.3066 0.0787
C 0.2249 -0.3904 1.4782
O 0.6816 -1.7371 1.3858
H 0.5248 2.7091 -1.2243
H -0.4870 1.7228 -2.0035
H -1.5495 1.6312 0.4019
H 0.1309 2.3217 0.6861
H -0.2965 -0.5721 -0.5853
H 1.1152 0.4496 -0.3102
H 0.8159 0.3001 2.0722
H -0.7934 -0.5327 1.9024
H 0.1747 -2.1691 0.6893
O 3.3611 -1.9955 0.2132
H 3.3444 -1.9431 1.1755
H 2.3988 -1.9269 0.0474
O -2.5605 -0.7788 -1.6047
H -3.0988 -0.3080 -0.9633
H -3.1427 -1.1375 -2.2835
```

Now the natural (NBO) charges, all in e: atom 1 (N): -0.812, atom 2 (C): -0.225, atom 3 (C): -0.448, atom 4 (C): -0.058, atom 5 (O): -0.735, atom 6 (H): 0.342, atom 7 (H): 0.353, atom 8 (H): 0.180, atom 9 (H): 0.191, atom 10 (H): 0.206, atom 11 (H): 0.199, atom 12 (H): 0.184, atom 13 (H): 0.157, atom 14 (H): 0.471, atom 15 (O): -0.945, atom 16 (H): 0.467, atom 17 (H): 0.472, atom 18 (O): -0.951, atom 19 (H): 0.476, atom 20 (H): 0.479

---

d:
Computed, not measured: a cluster of 3 separate species, C3H13NO3 in total, with ωB97M-V/def2-TZVPD.

Output
total charge = 0
lowest unoccupied orbital energy = 0.021 Eh
HOMO energy = -9.7 eV
SMILES string = C[C@H](O)CN.O.O
HOMO-LUMO gap = 10.29 eV

The geometry in XYZ format:
```
20
C3H13NO3 ωB97M-V/def2-TZVPD
C -2.8319 -0.9293 -0.4428
C -1.6845 -0.2633 0.2862
O -2.0724 1.0310 0.6118
C -0.4789 -0.4478 -0.7140
N 0.3821 0.7067 -1.1089
H -3.7546 -0.7633 0.1369
H -2.7773 -0.5536 -1.4847
H -2.7125 -2.0617 -0.3599
H -1.4854 -0.8642 1.2057
H -1.2386 1.5174 0.2528
H 0.0618 -1.2407 -0.3281
H -0.7393 -0.7969 -1.7340
H 0.3299 1.3947 -0.3447
H -0.0531 0.9853 -1.9641
O 5.0711 0.0513 0.2429
H 5.0665 -0.1952 -0.6933
H 4.4314 0.6857 -0.0079
O 1.6206 0.5821 1.7868
H 0.7054 0.4754 2.1053
H 2.1599 0.6864 2.5540
```

Now the natural (NBO) charges, all in e: atom 1 (C): -0.616, atom 2 (C): 0.063, atom 3 (O): -0.698, atom 4 (C): -0.249, atom 5 (N): -0.806, atom 6 (H): 0.219, atom 7 (H): 0.207, atom 8 (H): 0.208, atom 9 (H): 0.146, atom 10 (H): 0.453, atom 11 (H): 0.191, atom 12 (H): 0.180, atom 13 (H): 0.341, atom 14 (H): 0.359, atom 15 (O): -0.914, atom 16 (H): 0.455, atom 17 (H): 0.458, atom 18 (O): -0.945, atom 19 (H): 0.470, atom 20 (H): 0.476

---

Least stable structure among those shown: a.